(1)
# C33H37N4Si

A 2-piece molecular cluster, C33H37N4Si overall at a distorted geometry (ωB97M-V/def2-TZVPD, OMol25).

```
75
Properties=species:S:1:pos:R:3
C -6.8088 -1.4062 3.5486
H 1.0028 3.7314 6.3836
H 0.7714 2.8378 8.9693
H 2.8659 -0.5292 0.8001
C -0.1923 0.7738 10.9507
H 0.6345 0.1013 1.6473
C 6.4775 -0.5095 2.9664
C -3.6671 1.1774 1.7319
H -3.0769 0.8805 9.6026
C 5.4164 1.0269 -0.0929
C -1.3121 1.6382 1.4772
C -5.4743 -0.4642 1.7657
C 0.1017 2.1525 3.4469
C 2.5354 2.4592 3.2616
C 0.0923 -1.5780 9.0440
H -7.0709 -3.5510 3.4961
H 1.1795 -1.4692 9.1336
H 4.8485 0.4049 -0.8001
C -2.5495 1.4506 0.9025
H -4.4115 1.1758 3.7729
Si -0.7731 0.0228 9.3610
H 0.1204 2.9610 4.1777
C 3.9103 1.0226 1.8651
H -7.4056 -1.2614 4.4503
H -6.3055 0.7041 3.3736
C 1.5065 0.6637 1.9763
H 4.6623 2.7115 2.9819
H -4.7531 1.8467 -0.5545
C -1.1559 1.7889 2.8914
H -2.9360 -0.8176 10.0781
H -4.5370 0.0928 -0.8806
C -5.9345 -2.8398 1.7955
C 0.4285 2.3815 8.0542
C 6.8917 -2.8860 2.7902
C 7.0664 -1.6715 3.4650
H -0.4806 0.0830 11.7574
C -0.5412 0.9388 6.6619
H 6.5718 0.4557 3.4729
H -0.2337 -2.3030 9.8012
H -1.0842 0.0613 6.3280
H 5.1474 2.0794 -0.2359
C -2.6178 -0.0774 9.3323
C 5.6835 -1.7511 1.0241
C -3.5435 1.3319 3.1354
C 6.2022 -2.9256 1.5775
H -2.2136 1.8562 4.7527
H -0.1240 -1.9994 8.0567
C -5.0697 0.8365 -0.2631
H -0.4312 1.7057 0.8415
N -0.2702 1.1571 8.0078
C 0.5370 2.8291 6.7509
C 3.7758 2.1237 2.7433
C 2.7557 0.3053 1.4957
C -6.6402 -2.6804 2.9936
H -5.8167 -3.8295 1.3532
H 0.8979 0.8950 10.9808
C 5.7711 -0.5505 1.7513
H -2.6511 1.4466 -0.1846
N -4.8276 0.6521 1.1708
C -2.3286 1.6857 3.6891
H 6.4885 0.8967 -0.2815
H -4.8432 -1.8359 0.2135
H 2.4147 3.2810 3.9662
H 5.1876 -1.7692 0.0503
C -6.2078 -0.2985 2.9502
N 5.1650 0.6592 1.3061
H 7.6588 -1.6185 4.3772
C 1.3510 1.7546 2.8961
H -6.1504 0.7293 -0.4350
H 6.0764 -3.8719 1.0493
N -0.0736 1.9227 5.9045
H -0.6637 1.7445 11.1505
H -3.0237 -0.3831 8.3625
H 7.3072 -3.8018 3.2123
C -5.3818 -1.7310 1.1579
```

Output
* E_tot: -48653.7998 eV
* multiplicity: 1
* net charge: +1
* HOMO-LUMO gap: 0.225 Ha
* energy relative to the best compared isomer or geometry (same formula, charge and spin): 0.0 kcal/mol
* LUMO level: -4.3 eV

***

(2)
# CH3FOS

An isolated molecule of CH3FOS at a distorted geometry (ωB97M-V/def2-TZVPD, OMol25).

```
7
Properties=species:S:1:pos:R:3
O 0.3623 0.8613 -0.0317
C -0.6261 -0.0483 0.2715
H -0.7538 -0.0458 1.3580
S -2.2723 0.3935 -0.3338
H 0.5035 0.8938 -0.9874
H -0.4092 -1.0659 -0.0741
F -2.0820 -0.3028 -2.1881
```

Output
* SMILES: OCSF
* E_tot: -16683.8373 eV
* multiplicity: 1
* net charge: 0
* HOMO-LUMO gap: 0.319 Ha
* energy relative to the best compared isomer or geometry (same formula, charge and spin): 38.1 kcal/mol
* LUMO level: -1.6 eV

***

(3)
# C35H29F4IrN2O5PS2

C35H29F4IrN2O5PS2 as an isolated structure at a distorted geometry (ωB97M-V/def2-TZVPD, OMol25).

```
79
Properties=species:S:1:pos:R:3
F 8.5189 7.5350 15.7245
C 13.0110 11.0175 12.9816
H 12.8682 17.7931 13.8656
H 14.2899 13.2434 7.7389
H 12.6076 11.9173 13.4171
C 11.8892 9.6570 14.6927
P 9.7009 10.9205 10.1731
H 11.7618 17.7329 16.2458
C 7.3157 11.7749 8.9946
H 14.3635 10.7551 8.4104
H 12.0644 14.3830 7.7347
H 12.3363 15.8488 12.3371
N 9.4917 9.9792 14.4095
S 10.0792 13.1647 15.6783
H 12.1864 9.7744 9.3962
H 10.1820 13.4647 8.8591
H 11.9474 10.6096 15.2271
C 9.1695 9.4909 9.2247
C 8.2820 12.1139 9.9250
C 6.1801 13.8504 9.4322
C 8.6008 8.3638 9.8463
C 11.1722 13.6945 12.8310
N 12.1544 9.9201 13.3167
Ir 10.0436 10.6215 12.4754
H 10.4720 8.8897 15.9618
C 11.3480 14.7398 13.8514
H 8.9636 13.4826 11.3438
C 5.8131 10.4004 14.6989
C 10.8788 14.6622 15.1759
C 11.1339 11.5319 9.1793
C 9.4361 9.4328 7.8659
C 8.1699 13.2412 10.6745
H 5.3272 14.4655 9.1510
H 10.6819 15.8274 17.0526
H 8.1689 6.3764 7.1558
H 5.4798 12.2597 8.0874
H 7.0992 15.0574 10.9876
H 13.9834 10.8404 13.3591
C 11.7203 16.8965 15.5735
C 8.2247 7.2744 9.0925
F 4.8621 11.3562 14.4202
C 10.9402 15.8245 15.9941
H 7.6946 6.5074 9.6043
C 13.4167 12.6915 8.0640
H 13.5094 8.3232 12.7879
H 13.1093 11.2066 11.8909
H 7.4406 10.9609 8.3478
H 11.8486 7.8201 12.7558
C 9.1366 8.2525 7.1531
H 12.6638 8.9844 15.1137
C 7.6497 8.5258 15.3781
C 12.2413 16.9838 14.2749
C 8.2284 9.7207 14.7562
C 12.0728 15.8706 13.4204
C 10.5268 9.0560 14.8995
C 5.3413 9.2234 15.1837
C 13.4497 11.3735 8.5049
F 6.1328 6.9169 15.7162
C 12.5250 8.6694 12.5140
O 9.0730 8.0828 12.3809
H 10.2731 8.1322 14.3746
O 6.8514 7.4881 11.5805
C 12.1779 13.3637 8.0892
O 10.6647 12.6180 13.3538
O 11.4505 13.8404 11.6524
H 9.2581 8.2166 6.0903
S 7.9444 8.4040 11.5234
C 7.1022 14.0908 10.4127
C 11.0566 12.8082 8.6954
F 7.4826 11.8709 13.8894
H 4.2934 9.0457 15.3818
C 8.5470 7.1802 7.7567
C 6.2998 8.2120 15.4512
C 6.2806 12.6415 8.6836
O 7.6297 9.8329 11.5976
C 12.2649 10.7991 9.0347
H 9.8896 10.2896 7.3404
C 7.1561 10.6403 14.4120
H 12.2814 8.8355 11.4493
```

Output
* expectation value of S²: 8.81
* E_tot: -94646.0439 eV
* multiplicity: 6
* net charge: 0
* HOMO-LUMO gap (alpha / beta): 0.301 / 0.194 Ha
* energy relative to the best compared isomer or geometry (same formula, charge and spin): 4.2 kcal/mol
* LUMO level (alpha / beta): 0.4 / -2.5 eV

***

(4)
# C33H34BaCl6GeO3S

C33H34BaCl6GeO3S as an isolated structure at a distorted geometry (ωB97M-V/def2-TZVPD, OMol25).

```
79
Properties=species:S:1:pos:R:3
H 16.6394 13.5231 7.7619
H 11.8833 17.9673 14.3849
H 8.5863 9.8490 9.4767
C 11.7003 10.6251 17.7956
C 7.9142 13.8561 10.9647
H 10.6632 11.7331 20.1319
C 14.8249 10.1127 7.2946
C 8.2840 11.1334 17.9913
H 11.3242 9.9430 18.5374
C 12.1433 14.6904 19.1693
H 8.4537 14.5252 10.2410
C 10.9520 17.3362 14.4006
H 8.2487 11.4369 13.3708
H 16.7511 9.2980 6.9092
O 11.3334 15.9608 14.7329
Cl 16.6402 8.0215 16.0434
C 7.0389 11.6252 20.0114
H 6.0323 9.9897 20.9635
H 7.1523 10.8910 9.2540
H 14.1390 13.4227 8.0362
H 10.3226 17.8044 15.1325
C 12.8174 14.2795 18.0449
H 6.7762 8.3484 19.3158
C 7.0571 9.3951 19.1560
C 16.1898 10.2003 7.1669
C 7.8621 9.7946 18.0646
C 11.3259 12.4241 19.5631
H 11.0816 13.3056 10.8771
H 12.0507 10.2424 7.6578
C 15.6741 8.1563 14.6209
H 12.1510 15.7437 19.5026
Cl 16.2465 5.5109 14.0878
H 11.2586 11.5171 10.3864
H 9.7135 12.4892 17.0079
S 10.4694 10.3051 16.4228
C 14.0732 8.4443 12.3406
C 7.8839 12.0283 18.9790
C 14.0207 11.2302 7.5791
C 12.6890 12.9530 17.6104
C 8.2419 10.8932 9.3811
H 12.1801 11.8929 8.4817
C 12.6815 11.1509 7.9001
O 11.1697 10.9734 15.1736
H 8.2275 9.0483 17.4065
H 6.7629 12.3366 20.7942
H 10.5353 17.4694 13.3674
H 13.5172 14.9587 17.5518
H 8.2291 13.0290 18.9191
C 16.0688 12.5715 7.6227
Ge 8.7693 12.0363 10.9076
H 10.9888 14.0804 20.8978
H 7.5102 10.2637 12.2156
C 6.6546 10.3217 20.1095
C 12.4772 15.5274 14.0818
Cl 13.1741 8.5800 10.8422
C 9.1956 11.5401 16.8207
H 12.6272 10.2772 17.3580
C 8.3936 10.8342 12.4656
C 10.7271 12.2833 11.0458
H 7.9793 14.3017 11.9801
H 8.6409 11.6422 15.8545
C 16.8274 11.4130 7.3604
H 9.2579 10.1294 12.5942
H 8.6501 11.2705 8.4126
H 17.9190 11.4515 7.3439
C 14.5925 7.1520 12.6901
H 6.8444 13.7450 10.7069
C 14.3393 9.5061 13.1816
O 12.4093 14.3781 13.6618
C 14.7130 12.5088 7.8303
C 15.4861 7.0306 13.7992
Cl 15.4253 10.8916 15.2697
Cl 14.0466 5.7313 11.8417
H 13.2387 12.6055 16.7376
Ba 12.6108 11.7440 13.4282
C 11.5054 13.7365 19.9744
Cl 14.0709 8.5514 7.0861
C 15.1300 9.4080 14.2915
C 11.9078 12.0257 18.3204
```

Output
* E_tot: -184090.1870 eV
* multiplicity: 1
* net charge: -2
* HOMO-LUMO gap: 0.090 Ha
* energy relative to the best compared isomer or geometry (same formula, charge and spin): 0.0 kcal/mol
* LUMO level: 3.0 eV

***

(5)
# C2H9NO2

A 2-piece molecular cluster, C2H9NO2 overall at a distorted geometry (ωB97M-V/def2-TZVPD, OMol25).

```
14
Properties=species:S:1:pos:R:3
H -0.8264 0.8007 -1.0246
C -1.0182 -0.0594 -0.3785
H 2.1070 -1.3252 -1.4914
H -1.1196 0.7076 1.6078
H 1.5688 0.7162 0.3606
O 2.5591 -0.6907 -0.9109
H -0.2062 -0.7670 1.4663
N 0.7933 1.0164 0.9291
H 3.3346 -0.5448 -1.4740
H -0.5619 -0.9541 -0.8186
H 0.7721 1.8967 1.4064
O -2.4238 -0.2857 -0.2456
H -2.6358 -0.9319 -0.9230
C -0.3787 0.2003 0.9856
```

Output
* SMILES: NCCO.O
* E_tot: -7804.3228 eV
* multiplicity: 1
* net charge: 0
* HOMO-LUMO gap: 0.327 Ha
* energy relative to the best compared isomer or geometry (same formula, charge and spin): 9.3 kcal/mol
* LUMO level: 0.6 eV

***

(6)
# C4H4O

An isolated molecule of C4H4O at a distorted geometry (ωB97M-V/def2-TZVPD, OMol25).

```
9
Properties=species:S:1:pos:R:3
C 0.3253 -0.5348 0.0825
H 1.6715 1.0529 -0.1430
H 2.2541 -0.7883 -0.2728
C -1.9588 0.1443 0.0201
H -0.3535 1.5032 0.2712
C 1.5315 -0.0416 -0.1802
H 0.3113 -1.6387 0.1620
O -3.0788 -0.1126 -0.1294
C -0.7026 0.4156 0.1896
```

Output
* expectation value of S²: 2.03
* E_tot: -6255.1116 eV
* multiplicity: 3
* net charge: 0
* HOMO-LUMO gap (alpha / beta): 0.233 / 0.346 Ha
* energy relative to the best compared isomer or geometry (same formula, charge and spin): 4.7 kcal/mol
* LUMO level (alpha / beta): 1.0 / -2.0 eV